No. 1
Computed, not measured: C46H122NO24Sr as an isolated structure in a non-equilibrium geometry, with ωB97M-V with the def2-TZVPD basis set.

Results
**Kohn-Sham gap**: 0.0878 Ha
**Max |F|**: 5.44 eV Å⁻¹
**Total charge**: +1
**Multiplicity**: 1
**E_LUMO**: -5.23 eV

```
194
Properties=species:S:1:pos:R:3:lowdin_charge:R:1
Sr -4.711 4.463 -3.797 1.107
C 1.205 -0.615 -0.099 -0.013
C -0.297 -0.308 0.197 -0.469
C -0.839 -1.032 1.486 -0.144
C -0.307 -0.456 2.793 -0.200
C -0.559 1.021 2.775 -0.156
C 0.011 1.831 1.589 -0.478
N -0.509 1.158 0.376 -0.037
O -0.518 1.978 -0.829 -0.105
C 1.509 1.942 1.652 -0.034
C -0.593 3.267 1.745 -0.043
C -1.195 -0.910 -0.849 -0.062
H 1.828 -0.326 0.747 0.057
H 1.634 -0.117 -0.969 0.090
H 1.431 -1.679 -0.176 0.088
H -0.671 -2.106 1.414 0.124
H -1.914 -0.882 1.581 0.114
H 0.743 -0.740 2.865 0.108
H -0.846 -0.993 3.573 0.119
H -0.278 1.408 3.755 0.127
H -1.648 1.017 2.814 0.121
H 1.949 1.836 0.661 0.088
H 1.966 1.373 2.462 0.094
H 1.830 2.956 1.891 0.082
H -0.232 4.032 1.058 0.074
H -0.363 3.736 2.701 0.085
H -1.678 3.276 1.638 0.079
H -1.138 -1.998 -0.868 0.091
H -1.001 -0.594 -1.874 0.082
H -2.232 -0.662 -0.620 0.084
C 1.192 -11.625 -0.957 -0.054
C 1.186 -10.650 0.217 -0.524
C 1.595 -9.235 -0.220 -0.062
O -0.098 -10.445 0.658 -0.053
H 0.577 -11.199 -1.750 0.083
H 1.016 -12.674 -0.721 0.080
H 2.166 -11.498 -1.430 0.074
H 1.758 -11.009 1.072 0.135
H 1.492 -8.523 0.598 0.075
H 1.041 -8.806 -1.055 0.079
H 2.623 -9.135 -0.571 0.074
H -0.435 -11.319 0.872 0.092
C 3.355 5.173 8.393 -0.088
C 2.591 6.370 8.211 -0.533
C 2.143 7.004 9.575 -0.051
O 3.351 7.303 7.471 -0.046
H 2.858 4.366 8.932 0.090
H 4.232 5.431 8.985 0.091
H 3.751 4.777 7.458 0.088
H 1.616 6.247 7.738 0.136
H 1.484 7.862 9.443 0.075
H 2.995 7.321 10.177 0.076
H 1.594 6.238 10.122 0.074
H 4.025 7.712 8.019 0.088
C 3.211 -1.669 -7.818 -0.061
C 4.521 -1.830 -7.024 -0.503
C 5.529 -2.762 -7.755 -0.051
O 5.231 -0.629 -6.864 -0.046
H 2.882 -2.581 -8.316 0.072
H 3.405 -1.047 -8.692 0.081
H 2.433 -1.295 -7.153 0.071
H 4.267 -2.199 -6.030 0.125
H 5.919 -2.189 -8.596 0.083
H 5.250 -3.792 -7.979 0.075
H 6.354 -2.894 -7.055 0.070
H 4.541 0.001 -6.646 0.085
C 7.984 -3.953 -0.057 -0.049
C 8.842 -3.074 -1.051 -0.527
C 8.202 -1.710 -1.306 -0.048
O 10.009 -2.912 -0.348 -0.056
H 7.149 -4.327 -0.649 0.071
H 7.778 -3.325 0.811 0.076
H 8.521 -4.771 0.422 0.069
H 9.092 -3.581 -1.984 0.131
H 8.129 -1.283 -0.306 0.078
H 7.257 -1.906 -1.811 0.081
H 8.888 -1.032 -1.814 0.080
H 10.395 -3.782 -0.473 0.093
C 1.578 -6.590 6.873 -0.056
C 1.545 -8.131 7.115 -0.487
C 2.896 -8.606 7.747 -0.055
O 0.530 -8.467 8.041 -0.050
H 0.617 -6.210 6.526 0.070
H 2.387 -6.318 6.196 0.071
H 1.832 -6.188 7.853 0.074
H 1.389 -8.654 6.171 0.126
H 3.114 -8.053 8.660 0.076
H 3.695 -8.405 7.033 0.071
H 2.872 -9.674 7.961 0.074
H -0.182 -8.734 7.455 0.086
C -1.052 -8.015 -6.786 -0.062
C -0.295 -7.494 -8.034 -0.469
C 1.221 -7.541 -7.860 -0.068
O -0.675 -8.268 -9.191 -0.059
H -0.833 -9.056 -6.545 0.075
H -2.134 -8.014 -6.914 0.071
H -0.824 -7.391 -5.923 0.072
H -0.543 -6.454 -8.246 0.130
H 1.651 -6.993 -8.699 0.077
H 1.568 -8.569 -7.962 0.077
H 1.642 -7.130 -6.942 0.078
H -0.305 -9.148 -9.090 0.079
C -8.768 2.566 0.920 -0.059
C -7.722 1.506 1.063 -0.543
C -8.299 0.172 0.710 -0.064
O -6.726 1.921 0.174 -0.076
H -8.263 3.529 0.998 0.078
H -9.577 2.475 1.645 0.092
H -9.031 2.609 -0.137 0.087
H -7.239 1.435 2.038 0.140
H -7.714 -0.708 0.974 0.080
H -8.521 0.100 -0.355 0.086
H -9.282 0.128 1.178 0.082
H -5.997 1.297 0.210 0.089
C 2.897 10.659 2.144 -0.246
C 3.223 11.821 3.178 -0.203
O 2.535 13.051 2.908 -0.079
O 3.173 10.975 0.797 -0.074
H 1.838 10.402 2.164 0.108
H 3.469 9.787 2.463 0.107
H 4.278 12.056 3.034 0.109
H 3.052 11.502 4.206 0.117
H 2.818 13.390 2.056 0.078
H 2.895 10.233 0.255 0.082
C -8.619 -5.782 -3.070 -0.261
C -7.850 -5.086 -4.221 -0.237
O -8.484 -3.828 -4.435 -0.071
O -9.744 -6.433 -3.605 -0.060
H -8.880 -5.110 -2.252 0.122
H -7.889 -6.477 -2.657 0.110
H -7.898 -5.776 -5.063 0.114
H -6.801 -5.014 -3.931 0.113
H -9.413 -4.049 -4.538 0.079
H -9.456 -7.316 -3.851 0.090
C 3.020 5.532 -5.013 -0.174
C 3.394 6.180 -3.641 -0.256
O 2.254 6.517 -2.924 -0.067
O 2.651 4.081 -4.935 -0.090
H 3.767 5.603 -5.804 0.111
H 2.224 6.137 -5.447 0.105
H 3.981 7.068 -3.877 0.120
H 3.955 5.540 -2.960 0.120
H 1.744 5.717 -2.779 0.078
H 2.070 3.987 -4.177 0.052
C -4.177 0.569 -7.202 -0.227
C -2.965 1.495 -7.619 -0.228
O -3.404 2.821 -7.524 -0.090
O -4.817 0.849 -5.952 -0.129
H -3.834 -0.464 -7.269 0.113
H -5.083 0.646 -7.803 0.115
H -2.543 1.147 -8.562 0.126
H -2.248 1.244 -6.837 0.112
H -3.043 3.286 -8.283 0.091
H -5.475 0.163 -5.818 0.084
C -5.772 6.617 5.462 -0.257
C -5.664 8.043 5.127 -0.259
O -6.374 8.250 3.896 -0.068
O -7.078 6.358 5.989 -0.068
H -5.073 6.501 6.290 0.119
H -5.606 5.908 4.650 0.128
H -4.631 8.246 4.846 0.119
H -5.920 8.740 5.925 0.128
H -7.275 8.140 4.209 0.074
H -6.943 6.365 6.940 0.083
C 8.591 4.971 3.746 -0.241
C 8.179 4.670 2.342 -0.293
O 9.235 4.836 1.452 -0.041
O 9.517 3.981 4.169 -0.076
H 7.756 4.930 4.446 0.123
H 9.150 5.906 3.791 0.123
H 7.310 5.285 2.106 0.118
H 7.808 3.647 2.271 0.122
H 9.696 3.994 1.469 0.087
H 10.345 4.026 3.686 0.078
C -3.508 9.175 -2.089 -0.259
C -3.555 9.329 -3.604 -0.208
O -2.804 8.232 -4.232 -0.112
O -4.413 8.152 -1.790 -0.107
H -3.929 10.061 -1.613 0.123
H -2.518 9.041 -1.652 0.126
H -2.933 10.176 -3.892 0.117
H -4.555 9.623 -3.920 0.122
H -2.520 8.602 -5.071 0.075
H -4.583 8.241 -0.849 0.091
C -5.477 -8.150 4.275 -0.207
C -4.982 -7.073 3.258 -0.228
O -4.525 -7.660 2.028 -0.069
O -4.304 -8.766 4.887 -0.098
H -6.012 -8.952 3.765 0.116
H -6.046 -7.703 5.091 0.109
H -4.162 -6.551 3.752 0.112
H -5.819 -6.382 3.158 0.112
H -3.750 -8.185 2.241 0.079
H -4.507 -9.697 5.002 0.073
```



No. 2
Computed, not measured: a 12-piece molecular cluster, C46H127N11O12 overall in a non-equilibrium geometry, with ωB97M-V with the def2-TZVPD basis set.

Results
**Kohn-Sham gap**: 0.3216 Ha
**Max |F|**: 3.50 eV Å⁻¹
**Total charge**: 0
**Energy relative to the best compared isomer or geometry (same formula, charge and spin)**: 85.7 kcal/mol
**Multiplicity**: 1
**E_LUMO**: 0.42 eV
**Structure (SMILES)**: COC[C@H](C)N.COC[C@H](C)N.COC[C@H](C)N.COC[C@H](C)N.COC[C@H](C)N.COC[C@H](C)N.COC[C@H](C)N.COC[C@H](C)N.COC[C@H](C)N.COC[C@H](C)N.COC[C@H](C)N.CCO

```
196
Properties=species:S:1:pos:R:3:lowdin_charge:R:1
C 11.424 -9.999 -12.793 -0.085
O 12.234 -9.682 -13.946 -0.177
C 11.924 -8.420 -14.554 -0.187
C 10.526 -8.359 -15.167 -0.433
C 10.433 -9.258 -16.399 -0.032
N 10.179 -6.996 -15.454 0.050
H 11.321 -9.159 -12.107 0.080
H 11.961 -10.753 -12.217 0.081
H 10.527 -10.520 -13.129 0.085
H 12.004 -7.645 -13.792 0.090
H 12.717 -8.002 -15.175 0.112
H 9.735 -8.601 -14.457 0.116
H 9.381 -9.321 -16.676 0.074
H 10.741 -10.283 -16.192 0.089
H 10.950 -8.824 -17.255 0.048
H 10.243 -6.339 -14.690 0.043
H 9.213 -7.019 -15.747 0.089
C 18.149 -6.753 -17.451 -0.104
O 17.168 -7.494 -18.143 -0.209
C 15.830 -7.430 -17.570 -0.167
C 14.962 -8.354 -18.422 -0.381
C 14.953 -7.905 -19.923 -0.030
N 13.636 -8.542 -17.796 0.070
H 19.020 -7.037 -18.042 0.097
H 18.308 -7.187 -16.464 0.091
H 17.926 -5.690 -17.538 0.053
H 15.810 -7.740 -16.525 0.126
H 15.453 -6.408 -17.601 0.086
H 15.421 -9.343 -18.437 0.131
H 15.913 -8.067 -20.413 0.064
H 14.490 -6.926 -20.042 0.051
H 14.233 -8.434 -20.547 0.052
H 13.192 -7.635 -17.819 0.023
H 13.068 -9.150 -18.368 0.033
C 10.034 -0.511 -10.703 -0.078
O 10.269 -0.516 -12.115 -0.254
C 10.151 0.756 -12.754 -0.163
C 9.919 0.430 -14.243 -0.431
C 11.204 -0.103 -14.862 -0.046
N 9.459 1.599 -14.971 0.045
H 10.850 -0.111 -10.100 0.086
H 9.695 -1.476 -10.326 0.087
H 9.246 0.201 -10.459 0.083
H 9.295 1.286 -12.337 0.119
H 11.042 1.354 -12.565 0.128
H 9.113 -0.297 -14.346 0.118
H 11.015 -0.215 -15.930 0.058
H 11.500 -1.105 -14.552 0.061
H 11.988 0.653 -14.826 0.090
H 8.550 1.871 -14.626 0.073
H 10.078 2.352 -14.706 0.071
C 18.211 -6.728 -21.775 -0.138
O 17.698 -5.515 -22.173 -0.193
C 18.173 -4.315 -21.473 -0.147
C 17.591 -4.177 -20.076 -0.438
C 16.076 -4.037 -20.112 -0.039
N 18.149 -3.070 -19.312 0.046
H 17.933 -7.551 -22.434 0.094
H 17.905 -6.893 -20.741 0.061
H 19.298 -6.651 -21.765 0.085
H 19.262 -4.285 -21.456 0.119
H 17.836 -3.450 -22.044 0.123
H 17.901 -5.084 -19.557 0.106
H 15.704 -3.176 -20.666 0.080
H 15.602 -4.038 -19.130 0.054
H 15.719 -4.949 -20.592 0.070
H 17.703 -2.209 -19.594 0.065
H 17.752 -3.167 -18.388 -0.001
C 4.909 -3.259 -11.446 -0.089
O 5.771 -2.914 -12.524 -0.185
C 7.137 -2.981 -12.198 -0.186
C 8.026 -2.804 -13.460 -0.412
C 7.728 -3.883 -14.507 -0.028
N 9.420 -2.736 -13.215 0.046
H 4.922 -4.333 -11.262 0.087
H 3.890 -3.000 -11.731 0.087
H 5.176 -2.609 -10.613 0.088
H 7.462 -2.149 -11.574 0.116
H 7.321 -3.917 -11.669 0.111
H 7.871 -1.863 -13.987 0.118
H 6.664 -4.019 -14.699 0.084
H 8.050 -4.833 -14.081 0.059
H 8.288 -3.722 -15.429 0.059
H 9.993 -2.517 -14.017 0.077
H 9.599 -1.918 -12.652 0.026
C 10.081 -9.750 -23.985 -0.138
O 10.404 -9.371 -22.704 -0.190
C 9.821 -10.110 -21.610 -0.180
C 10.205 -9.504 -20.291 -0.446
C 10.099 -7.970 -20.123 -0.022
N 11.576 -9.677 -20.080 0.024
H 10.360 -9.000 -24.725 0.091
H 9.015 -9.968 -24.057 0.085
H 10.620 -10.664 -24.236 0.084
H 8.748 -9.920 -21.628 0.122
H 10.086 -11.165 -21.671 0.130
H 9.678 -10.134 -19.575 0.141
H 10.151 -7.777 -19.052 0.062
H 9.112 -7.705 -20.502 0.069
H 10.853 -7.358 -20.618 0.069
H 11.944 -10.580 -20.343 0.090
H 12.054 -9.074 -20.734 0.065
C 7.460 -8.231 -10.561 -0.093
O 8.618 -7.400 -10.496 -0.193
C 9.028 -6.804 -11.699 -0.181
C 10.280 -5.915 -11.430 -0.437
C 10.092 -4.857 -10.442 -0.060
N 10.726 -5.287 -12.645 0.058
H 7.181 -8.554 -9.558 0.088
H 7.664 -9.113 -11.168 0.080
H 6.606 -7.763 -11.049 0.079
H 9.399 -7.562 -12.389 0.100
H 8.167 -6.264 -12.094 0.113
H 11.104 -6.555 -11.115 0.137
H 9.383 -4.146 -10.867 0.062
H 11.045 -4.383 -10.209 0.080
H 9.766 -5.354 -9.528 0.085
H 10.148 -4.533 -12.986 0.019
H 11.582 -4.809 -12.401 0.045
C 14.087 -5.356 -12.896 -0.126
O 13.598 -4.104 -12.554 -0.222
C 14.090 -3.510 -11.326 -0.140
C 13.464 -2.096 -11.073 -0.448
C 13.937 -1.145 -12.130 -0.067
N 13.829 -1.597 -9.780 0.037
H 14.097 -6.073 -12.075 0.097
H 15.070 -5.315 -13.366 0.078
H 13.478 -5.823 -13.670 0.065
H 13.891 -4.196 -10.503 0.121
H 15.172 -3.408 -11.407 0.124
H 12.374 -2.126 -11.099 0.115
H 15.015 -1.016 -12.217 0.086
H 13.463 -0.170 -12.018 0.073
H 13.575 -1.573 -13.065 0.068
H 14.752 -1.956 -9.581 0.068
H 13.914 -0.591 -9.769 0.069
C 20.089 -5.413 -14.392 -0.099
O 18.868 -5.086 -15.064 -0.216
C 18.826 -3.795 -15.751 -0.160
C 17.407 -3.145 -15.735 -0.413
C 16.268 -4.079 -16.044 -0.049
N 17.380 -2.089 -16.725 0.018
H 20.911 -5.249 -15.088 0.086
H 20.150 -6.420 -13.978 0.085
H 20.262 -4.782 -13.520 0.078
H 19.488 -3.079 -15.263 0.114
H 19.296 -3.838 -16.733 0.113
H 17.325 -2.646 -14.769 0.129
H 16.155 -4.829 -15.261 0.077
H 16.348 -4.442 -17.069 0.053
H 15.359 -3.484 -15.952 0.071
H 18.229 -1.546 -16.793 0.088
H 16.571 -1.487 -16.675 0.091
C 12.108 -4.932 -20.508 -0.127
O 12.391 -3.588 -20.738 -0.173
C 12.445 -2.846 -19.488 -0.149
C 12.265 -1.322 -19.821 -0.425
C 13.407 -0.812 -20.728 -0.062
N 12.172 -0.401 -18.736 0.019
H 11.039 -5.019 -20.312 0.075
H 12.809 -5.422 -19.832 0.066
H 12.247 -5.431 -21.467 0.094
H 11.646 -3.123 -18.800 0.103
H 13.378 -3.045 -18.961 0.103
H 11.328 -1.128 -20.342 0.132
H 13.506 -1.143 -21.761 0.076
H 14.386 -1.006 -20.290 0.065
H 13.324 0.268 -20.852 0.066
H 11.374 -0.630 -18.161 0.051
H 11.832 0.474 -19.106 0.075
C 8.764 -4.642 -18.103 -0.067
O 7.331 -4.853 -18.133 -0.202
C 6.852 -5.348 -19.342 -0.216
C 5.364 -5.876 -19.101 -0.376
C 4.735 -6.598 -20.404 -0.060
N 4.596 -4.684 -18.868 0.023
H 8.941 -3.730 -17.533 0.072
H 9.142 -4.457 -19.108 0.072
H 9.332 -5.471 -17.679 0.068
H 6.855 -4.553 -20.087 0.127
H 7.490 -6.134 -19.748 0.101
H 5.398 -6.603 -18.290 0.124
H 4.773 -5.946 -21.276 0.064
H 3.726 -7.009 -20.395 0.059
H 5.323 -7.477 -20.669 0.051
H 5.250 -4.079 -18.391 0.058
H 3.882 -4.831 -18.170 0.073
C 12.477 -4.120 -15.887 -0.033
C 13.011 -5.201 -16.894 -0.318
O 12.079 -6.075 -17.403 -0.126
H 11.727 -4.506 -15.196 0.051
H 11.966 -3.289 -16.372 0.054
H 13.314 -3.802 -15.265 0.045
H 13.703 -5.847 -16.355 0.086
H 13.588 -4.897 -17.768 0.083
H 11.498 -6.448 -16.737 0.019
```



No. 3
Computed, not measured: C46H32Cl2CrN4O3SSi as an isolated structure, with ωB97M-V with the def2-TZVPD basis set.

Results
**Kohn-Sham gap (alpha / beta)**: 0.2556 / 0.2544 Ha
**Max |F|**: 0.56 eV Å⁻¹
**Total charge**: -1
**Expectation value of S²**: 0.79
**Energy relative to the best compared isomer or geometry (same formula, charge and spin)**: 12.6 kcal/mol
**Multiplicity**: 2
**E_LUMO (alpha / beta)**: 1.97 / 1.96 eV

```
90
Properties=species:S:1:pos:R:3:lowdin_spin:R:1
Cr 0.271 -0.182 -0.012 1.066
Cl -5.428 -0.018 -3.937 0.000
C -4.383 0.082 -2.550 0.000
C -3.014 0.080 -2.751 -0.001
C -2.149 0.127 -1.666 0.000
N -0.751 0.090 -1.746 -0.005
C -0.154 0.309 -2.938 0.004
O -0.645 0.721 -3.989 0.005
C 1.313 -0.049 -2.927 -0.001
C 2.072 0.043 -4.085 0.000
C 3.401 -0.342 -4.021 -0.001
C 3.917 -0.797 -2.810 0.001
C 3.085 -0.845 -1.706 0.000
N 1.807 -0.478 -1.766 -0.005
C -2.664 0.123 -0.361 0.000
C -4.042 0.184 -0.175 0.000
C -4.893 0.166 -1.267 0.000
Cl -6.609 0.214 -0.976 0.000
N -1.687 0.024 0.642 -0.005
C -2.080 -0.165 1.920 0.000
O -3.221 -0.308 2.369 -0.004
C -0.940 -0.174 2.907 -0.001
C -1.218 -0.246 4.266 0.000
C -0.162 -0.155 5.155 0.000
C 1.124 0.005 4.652 0.000
C 1.306 0.033 3.281 0.000
N 0.295 -0.061 2.420 -0.001
H -2.631 0.043 -3.756 0.000
H 1.593 0.403 -4.984 0.000
H 4.028 -0.291 -4.902 0.000
H 4.942 -1.124 -2.713 0.000
H 3.441 -1.190 -0.741 0.000
H -4.461 0.207 0.815 0.000
H -2.249 -0.359 4.568 0.000
H -0.338 -0.202 6.222 0.000
H 1.984 0.091 5.301 0.000
H 2.291 0.136 2.841 0.000
C 7.646 5.829 4.083 0.000
C 7.842 4.342 3.988 0.000
O 7.673 3.581 4.898 0.000
S 8.350 3.743 2.318 0.000
C 6.794 2.985 1.896 0.003
C 6.364 1.828 2.535 0.000
C 5.151 1.261 2.191 0.004
C 4.351 1.817 1.185 0.004
C 4.809 2.967 0.538 0.004
C 6.009 3.550 0.896 0.000
C 3.104 1.220 0.826 0.025
C 2.036 0.719 0.509 -0.015
H 7.443 6.117 5.109 0.000
H 6.809 6.101 3.439 0.000
H 8.525 6.342 3.695 0.000
H 6.979 1.381 3.304 0.000
H 4.818 0.360 2.689 0.000
H 4.202 3.401 -0.244 0.000
H 6.348 4.449 0.399 0.000
C 3.730 -4.953 -2.070 -0.002
C 2.829 -4.183 -2.790 0.000
C 1.809 -3.516 -2.132 -0.002
C 1.630 -3.603 -0.747 -0.005
C 2.542 -4.401 -0.051 -0.002
C 3.583 -5.056 -0.696 0.000
Si 0.196 -2.662 0.096 -0.036
C -1.380 -3.303 -0.757 -0.006
C -2.632 -2.982 -0.221 -0.002
C -3.815 -3.352 -0.842 0.000
C -3.779 -4.061 -2.033 -0.002
C -2.554 -4.410 -2.576 0.000
C -1.376 -4.042 -1.941 -0.003
C 0.144 -3.364 1.869 -0.008
C -0.916 -4.115 2.379 -0.003
C -0.918 -4.580 3.688 0.000
C 0.156 -4.322 4.523 -0.002
C 1.230 -3.588 4.038 0.000
C 1.212 -3.115 2.738 -0.002
H 4.535 -5.469 -2.575 0.000
H 2.926 -4.092 -3.864 0.000
H 1.130 -2.910 -2.721 0.000
H 2.436 -4.533 1.015 0.000
H 4.271 -5.663 -0.121 0.000
H -2.696 -2.432 0.706 0.000
H -4.761 -3.068 -0.404 0.000
H -4.698 -4.333 -2.534 0.000
H -2.512 -4.972 -3.500 0.000
H -0.437 -4.347 -2.385 0.000
H -1.759 -4.351 1.746 0.000
H -1.762 -5.151 4.052 0.000
H 0.156 -4.682 5.542 0.000
H 2.075 -3.375 4.680 0.000
H 2.053 -2.531 2.384 0.000
```



Question: Which of these has the highest total charge?
Answer: C46H122NO24Sr